# 1
{"formula": "C35H41MnN5O5P2S", "method": "ωB97M-V/def2-TZVPD", "symbols": ["Mn", "C", "H", "C", "C", "H", "N", "C", "H", "H", "C", "H", "H", "H", "N", "H", "H", "C", "C", "C", "H", "H", "C", "C", "C", "H", "O", "H", "H", "H", "P", "H", "O", "C", "N", "H", "O", "H", "C", "H", "C", "C", "H", "H", "H", "C", "H", "C", "C", "C", "H", "C", "C", "H", "C", "H", "H", "H", "C", "H", "H", "C", "H", "C", "H", "H", "H", "C", "C", "C", "C", "H", "C", "H", "C", "H", "H", "N", "C", "P", "H", "N", "C", "O", "C", "C", "S", "H", "H", "O"], "positions_angstrom": [[-0.297119, -0.290062, 0.177452], [0.779240, -1.389429, 4.053800], [-4.381980, 3.467316, -6.984475], [-5.335997, 3.111681, -5.077615], [3.631128, -2.812174, 0.915417], [-2.603112, 4.788950, 2.260227], [-3.915527, 1.363697, -2.233585], [1.805548, -1.553586, 1.697861], [-2.976149, -1.934658, -2.968214], [-4.308301, -3.557902, 0.102581], [-1.636960, 0.901167, -2.768313], [-1.881545, -2.709719, -1.803073], [-6.039640, 2.610989, -3.114861], [1.242798, 2.967798, -0.820031], [-1.735856, 1.398791, -3.973656], [-5.714330, -1.052518, -0.653103], [2.585052, -0.528565, -1.314148], [-2.922475, 1.922651, -4.352088], [-4.014207, 1.964587, -3.440737], [-3.811485, -2.620302, 0.357423], [4.523244, -2.015888, -0.877151], [-1.431128, 1.024068, 4.935122], [-0.854391, 0.381543, 4.286756], [0.787992, -1.133445, 2.689769], [-3.072451, 2.467223, -5.648849], [-5.053123, -0.740198, -2.264255], [0.814903, -1.279970, 6.831594], [-2.093830, 2.840474, 3.720932], [-0.068961, 3.330944, -2.882456], [4.398939, -3.542895, 1.122768], [-2.707102, -0.249454, -0.438056], [2.113299, 1.462249, -0.512752], [1.086299, -4.027273, 0.612302], [3.697156, -1.981609, -0.181884], [1.727511, -0.851113, 0.530631], [-3.687750, 0.116334, 1.745798], [-0.456737, -2.250883, -0.094498], [-2.235095, 2.417143, -6.330455], [-0.107826, -0.664934, 4.836084], [0.304569, -0.710977, -4.353400], [1.892703, 2.218945, -1.265463], [-5.060947, -1.440356, -1.432091], [-3.423810, -3.460082, -2.230418], [3.061749, 1.851780, -3.781460], [-5.505489, -2.372526, -1.784746], [2.458504, 1.029590, -3.394669], [-1.960592, 4.663840, -0.157769], [1.316965, 1.644692, -2.570823], [-1.117026, -4.781963, -0.396996], [-4.256455, 3.046083, -5.996612], [-2.183842, -4.586452, -0.393877], [-2.770761, 0.811170, -1.919332], [-3.654389, -1.779833, -0.916192], [2.107833, 0.460656, -4.253010], [-0.341647, -0.897179, 6.332955], [-0.552891, -1.770912, -3.224973], [1.207164, -1.607007, -3.100201], [-4.455996, -2.113234, 1.076080], [-2.921730, -2.510508, -2.040727], [-6.259713, 3.580520, -5.386502], [3.136621, 0.406830, -2.808569], [-3.791631, 0.576495, 0.763827], [2.513209, -3.297355, 2.662029], [-1.776058, 3.840521, 0.516778], [0.389665, 2.497534, -4.363662], [-0.714762, -4.727228, -1.403819], [-4.825185, 0.489497, 0.432655], [-5.225179, 2.585481, -3.825039], [0.281499, -1.080654, -3.328611], [-2.127078, 3.907067, 1.855029], [-1.849901, 2.820821, 2.668862], [1.552075, 3.536295, -3.525601], [0.747640, 2.812458, -3.388171], [2.832200, 2.722138, -1.500447], [-1.238789, 1.707887, 2.123793], [-3.555710, 1.636116, 0.818564], [-0.898984, 2.619293, -0.998616], [-0.897097, 1.631367, 0.812010], [-1.171531, 2.691383, 0.041898], [0.008274, 0.302943, -2.186221], [-0.914161, -5.748464, 0.055356], [-0.111092, -0.309974, 2.159359], [2.654340, -1.087391, -0.391690], [-0.907592, -3.541879, 1.923219], [2.503293, -2.731357, 1.739062], [-0.791240, 0.552122, 2.919280], [-0.289733, -3.600454, 0.621797], [-2.871007, -2.846428, 0.858094], [1.467124, -2.098540, 4.489515], [-1.395235, -0.707098, 6.850986]], "forces_ev_per_angstrom": [[-0.262, -0.555, -0.071], [0.016, 0.116, 0.256], [0.002, 0.004, -0.011], [0.011, -0.015, 0.027], [-0.165, -0.141, -0.567], [-0.007, 0.019, 0.010], [-0.073, 0.032, 0.032], [-1.617, -0.491, -0.620], [0.016, 0.018, -0.013], [0.002, -0.037, -0.016], [0.024, -0.082, 0.025], [-0.018, 0.013, -0.014], [-0.025, -0.001, 0.008], [-0.054, 0.018, 0.029], [0.072, 0.007, -0.108], [-0.004, 0.035, 0.009], [-0.004, -0.036, 0.154], [-0.092, 0.012, 0.030], [0.066, -0.003, -0.065], [0.104, 0.024, 0.036], [-0.008, -0.060, -0.033], [-0.047, 0.010, 0.002], [0.086, -0.033, -0.179], [0.218, -0.190, -0.369], [-0.018, 0.010, 0.000], [-0.013, -0.041, -0.007], [-0.364, -0.002, 0.277], [-0.018, -0.001, 0.017], [-0.029, -0.027, 0.011], [-0.006, -0.085, -0.100], [0.123, 0.074, 0.244], [-0.010, 0.032, -0.007], [-0.058, -0.346, -0.575], [0.114, -0.152, 0.139], [0.230, 0.300, 0.066], [0.005, -0.003, 0.008], [-0.052, 0.139, -0.201], [0.015, -0.003, -0.020], [-0.221, 0.054, -0.161], [-0.025, 0.004, 0.009], [0.126, -0.097, -0.014], [0.013, 0.061, 0.002], [-0.013, -0.034, -0.006], [0.026, 0.012, 0.015], [-0.011, -0.027, 0.012], [0.090, -0.026, -0.040], [-0.001, 0.009, -0.013], [-0.083, 0.053, 0.035], [-0.290, 0.300, 0.077], [0.027, -0.010, 0.006], [-0.024, -0.050, -0.010], [0.127, -0.020, 0.021], [-0.130, -0.042, 0.024], [0.034, 0.037, -0.009], [0.686, -0.049, -0.565], [0.025, -0.028, 0.032], [0.002, 0.001, -0.013], [-0.026, 0.004, 0.009], [0.043, 0.072, -0.065], [-0.021, 0.010, -0.002], [-0.091, -0.006, -0.089], [-0.059, 0.035, -0.084], [-0.381, -0.315, -0.234], [-0.002, -0.017, 0.021], [0.036, 0.018, -0.033], [0.086, -0.057, -0.016], [0.037, -0.011, 0.007], [0.006, 0.011, -0.011], [0.061, -0.046, 0.042], [0.017, -0.010, -0.037], [0.031, -0.025, -0.001], [0.023, 0.016, 0.008], [-0.059, -0.049, 0.018], [0.000, 0.031, -0.010], [-0.040, -0.040, -0.029], [0.002, 0.011, 0.016], [0.011, 0.003, -0.021], [0.037, 0.164, -0.038], [-0.011, -0.013, -0.002], [-0.124, 0.147, 0.149], [0.076, -0.029, 0.010], [0.320, 0.075, 0.002], [-0.202, 0.018, 0.029], [-0.115, 0.181, -0.118], [2.214, 1.349, 2.004], [-0.191, -0.076, 0.152], [-0.083, -0.106, 0.174], [-0.046, 0.016, -0.004], [-0.005, -0.040, 0.024], [-0.061, -0.033, 0.322]], "lowdin_spin": [2.099, 0.006, 0.000, 0.000, 0.007, 0.000, -0.003, 0.000, 0.000, 0.000, -0.002, 0.000, 0.000, 0.000, -0.001, 0.000, 0.000, 0.000, 0.000, 0.000, 0.000, 0.000, 0.010, 0.010, 0.000, 0.000, 0.847, 0.000, 0.000, 0.000, -0.062, 0.001, 0.004, 0.000, -0.018, 0.000, 0.034, 0.000, 0.058, -0.001, 0.001, -0.004, 0.000, 0.000, -0.001, -0.001, 0.000, -0.007, -0.002, 0.000, 0.000, -0.006, -0.011, 0.000, 0.064, 0.000, 0.000, 0.000, 0.000, 0.000, 0.000, -0.008, 0.000, -0.002, 0.000, 0.000, -0.002, 0.000, -0.002, 0.008, -0.001, 0.000, -0.002, 0.000, 0.004, 0.000, 0.000, -0.020, 0.006, -0.030, 0.000, -0.007, 0.006, 0.004, 0.002, 0.007, 0.003, 0.000, 0.000, 0.014], "e_tot_ev": -115367.6060, "spin_multiplicity": 4, "lumo_ev": [-6.55, -7.80], "s_squared": 3.8179, "e_homo_ev": [-14.112, -14.109], "total_charge": 2}

***

# 2
{"formula": "C35H41N3NiO5P3S", "method": "ωB97M-V/def2-TZVPD", "symbols": ["H", "H", "H", "C", "H", "C", "C", "C", "C", "H", "P", "N", "C", "C", "H", "H", "H", "H", "C", "C", "H", "C", "O", "H", "C", "C", "C", "H", "C", "H", "Ni", "C", "H", "H", "H", "O", "P", "C", "H", "H", "C", "C", "H", "H", "H", "H", "H", "H", "C", "H", "H", "H", "C", "O", "H", "S", "C", "H", "O", "H", "H", "N", "H", "H", "H", "C", "H", "H", "C", "C", "C", "C", "H", "C", "H", "H", "C", "C", "O", "N", "C", "P", "C", "C", "H", "C", "H", "C", "C"], "positions_angstrom": [[-2.382130, -1.162249, 0.209118], [2.703572, 3.827818, 0.777701], [1.759229, 5.960879, 1.593289], [-0.204333, 5.570068, 0.826145], [3.949808, -0.781327, -2.915839], [-0.433612, 3.063826, 3.148387], [3.832202, -3.334596, -1.093435], [-3.353274, 2.223637, -3.145034], [-3.473826, -1.503275, 4.063095], [-4.090240, 4.241986, -5.752833], [2.295070, 0.901449, -2.563232], [2.827087, -2.617112, -0.570236], [-5.385479, -0.439414, 3.055437], [-0.466919, 3.483556, -0.346596], [-2.291542, 5.580682, -4.721492], [0.806659, 4.360994, 4.318714], [2.985980, 3.136970, -2.001315], [-3.468970, 1.160828, -0.250908], [-3.602159, 3.889519, -4.853885], [-2.629177, -0.656903, 3.363684], [-0.621826, 6.495569, 1.199535], [-1.884165, -2.835477, -0.874885], [0.569433, -1.741853, -1.879712], [-2.087507, -1.410108, -2.479279], [0.866396, 3.169330, -0.100936], [1.134223, 5.264900, 1.048908], [-2.594215, 4.643509, -4.274022], [0.371302, 2.401092, 2.856116], [-1.723566, 2.815545, 2.693535], [2.006558, -2.366561, -1.186826], [0.109005, -0.494095, -0.379075], [-2.530146, 4.752943, 3.864158], [-3.059778, -2.247828, 4.729775], [5.660146, -3.459252, 1.693801], [-4.973172, 1.149798, 1.685604], [0.215473, -2.989493, -3.676133], [-1.994097, 1.376873, 1.663264], [-2.349932, 2.988215, -2.544223], [-2.912253, -3.171057, -0.723165], [-2.190344, -3.098842, -3.000419], [-3.163870, 0.302491, 2.502082], [4.846503, -3.229597, 1.013440], [4.289682, 0.651141, -3.906456], [-1.233934, -3.679033, -0.639454], [2.769987, 2.936328, -3.755894], [-3.418246, 2.843557, 0.317853], [-1.168958, 4.781948, -2.682967], [1.275304, 2.223583, -0.442816], [-0.202834, -2.401535, -2.695616], [-1.050090, 5.860361, 4.950411], [1.355153, 3.104747, -2.696564], [-6.457442, -0.356949, 2.936406], [1.255135, 0.321735, -3.905097], [1.883122, 0.507785, -1.172759], [-3.342521, 5.408092, 4.148931], [1.497318, -1.353747, 1.382290], [-3.980381, 2.675981, -4.292160], [-1.318350, -2.107610, 0.975396], [-0.869874, 0.978745, -1.504595], [-2.050941, 4.920872, -0.030811], [1.583542, 0.788345, -4.835239], [-1.559925, -1.736909, 0.061005], [1.309808, -0.763451, -3.997970], [-1.553737, -0.738630, 3.476501], [-4.757287, 2.081689, -4.753859], [-1.678165, -2.414855, -2.327197], [-5.508239, -2.055766, 4.455627], [4.639552, 0.667371, -2.159635], [2.808151, -2.221384, 0.730394], [-2.818883, 1.949416, 0.137428], [-4.850191, -1.393788, 3.908625], [3.954189, 0.308630, -2.927309], [0.222758, 0.605093, -3.697721], [-2.774603, 3.657472, 3.055336], [-3.631826, 1.264024, -2.724186], [5.725753, -4.250570, -0.698095], [-1.965217, 4.195941, -3.120100], [1.665944, 4.070755, 0.588490], [-0.714218, 0.667465, 1.349105], [3.852544, -2.537810, 1.523255], [-1.238800, 5.004851, 4.315168], [-1.532966, 2.269289, -1.118096], [2.361364, 2.690795, -2.775011], [-1.004788, 4.683583, 0.127660], [3.719713, -3.611757, -2.133933], [4.899138, -3.673326, -0.316029], [-3.785865, 3.455277, 2.718400], [-0.195489, 4.163598, 3.961582], [-4.544105, 0.409520, 2.351199]], "forces_ev_per_angstrom": [[-0.048, 0.001, -0.016], [0.015, -0.002, 0.012], [0.001, 0.006, 0.010], [-0.008, 0.039, -0.095], [-0.014, -0.003, -0.001], [-0.019, -0.037, 0.037], [0.105, -0.070, -0.075], [-0.012, 0.039, 0.011], [-0.019, -0.002, -0.001], [-0.002, 0.001, 0.003], [0.047, -0.129, -0.398], [-0.576, 0.133, -0.444], [-0.001, 0.005, -0.002], [-0.011, 0.039, 0.060], [-0.001, 0.001, 0.005], [0.002, 0.000, -0.001], [-0.002, 0.016, -0.028], [-0.010, 0.027, 0.003], [-0.001, -0.006, -0.006], [0.020, 0.002, -0.010], [0.000, -0.001, 0.001], [0.016, -0.008, -0.032], [0.204, -0.232, 0.118], [-0.001, -0.008, -0.009], [-0.076, 0.018, 0.030], [0.003, 0.013, -0.050], [0.016, 0.005, 0.011], [-0.006, -0.006, 0.014], [0.026, -0.003, 0.035], [0.189, 0.068, 0.297], [0.201, 0.010, -0.075], [-0.004, 0.018, -0.024], [0.002, 0.001, -0.002], [0.000, 0.007, 0.000], [0.003, 0.000, 0.001], [-0.005, -0.021, -0.076], [-0.077, 0.006, -0.026], [-0.052, -0.049, 0.012], [0.005, -0.007, 0.006], [-0.016, -0.003, 0.003], [0.024, -0.009, -0.005], [-0.037, 0.028, 0.079], [-0.007, -0.002, 0.005], [0.010, 0.017, -0.002], [0.008, -0.018, 0.000], [-0.012, -0.002, -0.004], [0.030, 0.047, 0.078], [-0.127, 0.131, 0.227], [0.106, 0.065, 0.160], [-0.002, 0.001, 0.006], [0.058, -0.001, -0.044], [-0.001, -0.001, 0.001], [0.011, -0.017, -0.026], [-0.032, -0.092, 0.286], [-0.003, -0.002, 0.004], [0.115, -0.178, -0.050], [-0.003, -0.014, -0.004], [-0.025, -0.017, 0.008], [-0.111, -0.092, -0.091], [-0.011, 0.028, -0.037], [0.006, 0.012, -0.014], [0.009, 0.075, 0.041], [0.017, 0.056, 0.002], [-0.003, -0.001, -0.005], [0.000, 0.001, -0.002], [-0.004, 0.008, 0.014], [0.000, 0.000, 0.000], [0.018, 0.004, -0.003], [-0.180, 0.131, 0.198], [0.049, 0.001, -0.032], [0.009, 0.002, 0.001], [-0.010, 0.018, 0.031], [0.017, -0.008, 0.005], [0.002, -0.017, 0.007], [-0.016, 0.002, -0.007], [-0.010, 0.002, -0.008], [0.003, -0.056, 0.025], [-0.045, 0.041, 0.015], [0.197, -0.020, -0.056], [0.071, -0.046, -0.020], [0.018, -0.004, 0.010], [-0.038, 0.044, 0.033], [0.047, 0.003, -0.095], [0.041, 0.037, 0.004], [0.015, 0.004, 0.017], [-0.042, 0.000, -0.079], [-0.008, -0.002, 0.007], [-0.035, -0.034, 0.028], [-0.011, 0.010, -0.009]], "lowdin_spin": [0.001, 0.000, 0.000, 0.000, 0.000, 0.000, 0.000, 0.000, 0.000, 0.000, 0.004, -0.001, 0.000, 0.000, 0.000, 0.000, 0.000, 0.000, 0.000, 0.000, 0.000, 0.004, 0.044, 0.000, 0.000, 0.000, 0.000, 0.000, 0.001, 0.000, 1.750, 0.000, 0.000, 0.000, 0.000, 0.003, 0.004, 0.002, 0.002, 0.000, 0.000, 0.000, 0.000, 0.000, 0.000, 0.000, 0.000, 0.000, 0.003, 0.000, 0.000, 0.000, 0.000, 0.024, 0.000, 0.056, 0.000, 0.000, 0.019, 0.000, 0.000, 0.044, 0.000, 0.000, 0.000, 0.000, 0.000, 0.000, 0.008, 0.000, 0.000, 0.001, 0.000, 0.000, 0.000, 0.000, 0.001, 0.000, 0.021, 0.003, 0.000, 0.004, 0.001, 0.000, 0.000, -0.001, 0.000, 0.000, 0.000], "e_tot_ev": -131415.6978, "de_lowest_kj_mol": 5.0, "spin_multiplicity": 3, "lumo_ev": [-2.00, -2.00], "s_squared": 2.0042, "e_homo_ev": [-10.480, -10.414], "total_charge": 1}